Record 1
The following is a quantum chemistry calculation of C6H12O in the gas phase at a distorted geometry, from the OMol25 dataset.

Element x y z (Å)
C 1.697 0.053 -1.472
C 1.085 0.191 -0.091
O 0.930 1.579 0.296
C -0.499 1.494 0.143
C -0.406 -0.015 0.121
C -0.573 -0.520 1.787
C -1.295 -0.896 -0.738
H 2.712 0.466 -1.449
H 1.764 -0.998 -1.778
H 1.123 0.598 -2.228
H 1.662 -0.383 0.642
H -0.847 1.987 -0.778
H -1.063 1.877 1.000
H 0.060 0.155 2.363
H -0.235 -1.558 2.020
H -1.595 -0.460 2.238
H -1.453 -1.222 0.301
H -0.840 -1.682 -1.358
H -2.199 -0.468 -1.196

Properties
F_max   3.95 eV/A
Orbital gap   0.3822 hartree
Energy relative to the best compared isomer or geometry (same formula, charge and spin)   312.3 kJ/mol
Highest occupied orbital energy   -9.44 eV
Spin multiplicity   1

---

Record 2
The following is a quantum chemistry calculation of C6H12O in the gas phase, from the OMol25 dataset.

Element x y z (Å)
C 0.765 1.955 -0.913
C 0.367 0.733 -0.078
C -0.250 1.060 1.303
C -0.718 -0.127 -0.693
O -0.554 -1.124 -1.681
C -0.830 -1.539 -0.336
C 0.297 -2.301 0.313
H 1.514 2.562 -0.387
H 1.204 1.646 -1.871
H -0.092 2.602 -1.133
H 1.279 0.146 0.081
H -1.350 1.052 1.258
H 0.050 2.035 1.693
H 0.031 0.286 2.028
H -1.643 0.441 -0.826
H -1.831 -1.926 -0.152
H 1.236 -2.048 -0.184
H 0.140 -3.375 0.197
H 0.384 -2.079 1.381

Properties
F_max   0.41 eV/A
Orbital gap   0.4109 hartree
Energy relative to the best compared isomer or geometry (same formula, charge and spin)   132.1 kJ/mol
Highest occupied orbital energy   -10.09 eV
Spin multiplicity   1

---

Record 3
The following is a quantum chemistry calculation of C6H12O in the gas phase at a distorted geometry, from the OMol25 dataset.

Element x y z (Å)
C 0.758 -1.628 -1.121
C 0.010 -0.473 -0.463
C -0.835 0.356 -1.426
C 0.784 0.279 0.573
C 0.490 1.671 1.022
C -0.157 0.624 1.843
O -1.480 0.295 1.698
H 1.384 -2.154 -0.392
H 0.010 -2.336 -1.491
H 1.390 -1.336 -1.967
H -0.867 -1.064 0.141
H -1.446 -0.328 -2.022
H -0.260 0.993 -2.110
H -1.516 0.988 -0.848
H 1.745 -0.160 0.853
H 1.319 2.188 1.489
H -0.141 2.294 0.401
H 0.317 0.328 2.780
H -1.502 -0.537 1.040

Properties
F_max   3.06 eV/A
Orbital gap   0.3806 hartree
Energy relative to the best compared isomer or geometry (same formula, charge and spin)   210.7 kJ/mol
Highest occupied orbital energy   -9.36 eV
Spin multiplicity   1

---

Record 4
The following is a quantum chemistry calculation of C6H12O in the gas phase, from the OMol25 dataset.

Element x y z (Å)
C 1.770 -0.502 -1.111
C 1.093 0.264 0.004
O 0.913 1.657 -0.307
C -0.443 1.624 0.154
C -0.422 0.088 0.292
C -0.749 -0.478 1.668
C -1.214 -0.624 -0.801
H 2.771 -0.093 -1.283
H 1.875 -1.559 -0.841
H 1.209 -0.432 -2.048
H 1.681 0.157 0.930
H -1.136 2.036 -0.592
H -0.571 2.167 1.102
H -0.202 0.050 2.459
H -0.479 -1.540 1.719
H -1.822 -0.398 1.884
H -1.016 -0.190 -1.787
H -2.289 -0.536 -0.606
H -0.967 -1.691 -0.837

Properties
F_max   0.39 eV/A
Orbital gap   0.3847 hartree
Energy relative to the best compared isomer or geometry (same formula, charge and spin)   97.1 kJ/mol
Highest occupied orbital energy   -9.53 eV
Spin multiplicity   1

---

Record 5
The following is a quantum chemistry calculation of C6H12O in the gas phase at a distorted geometry, from the OMol25 dataset.

Element x y z (Å)
C 1.918 -1.265 1.062
C 0.930 -1.718 0.011
C 0.163 -0.515 -0.588
C -0.555 0.351 0.483
C -1.552 1.404 -0.046
C -1.378 2.028 -1.414
O -0.551 1.755 -2.232
H 2.596 -2.083 1.326
H 2.575 -0.400 0.908
H 1.381 -0.895 1.942
H 1.344 -2.223 -0.862
H 0.152 -2.334 0.467
H 0.759 0.188 -1.163
H -0.639 -0.919 -1.211
H -1.063 -0.373 1.139
H 0.101 0.854 1.190
H -1.474 2.274 0.621
H -2.588 1.068 0.034
H -2.121 2.803 -1.669

Properties
F_max   2.09 eV/A
Orbital gap   0.3888 hartree
Energy relative to the best compared isomer or geometry (same formula, charge and spin)   98.6 kJ/mol
Highest occupied orbital energy   -9.60 eV
Spin multiplicity   1

---

Record 6
The following is a quantum chemistry calculation of C6H12O in the gas phase at a distorted geometry, from the OMol25 dataset.

Element x y z (Å)
C 2.604 -0.782 0.083
O 1.210 -0.909 -0.042
C 0.428 0.138 0.427
C -0.176 1.458 -0.474
C -1.448 1.175 0.334
C -1.028 -0.268 0.614
C -1.462 -1.207 -0.522
H 2.889 -0.575 1.124
H 2.975 0.019 -0.567
H 3.056 -1.731 -0.231
H 0.892 0.961 0.925
H 0.188 2.511 -0.381
H -0.170 1.184 -1.517
H -2.404 1.310 -0.169
H -1.456 1.745 1.273
H -1.361 -0.695 1.568
H -2.555 -1.289 -0.538
H -1.140 -0.835 -1.502
H -1.041 -2.209 -0.405

Properties
F_max   2.97 eV/A
Orbital gap   0.3579 hartree
Energy relative to the best compared isomer or geometry (same formula, charge and spin)   255.9 kJ/mol
Highest occupied orbital energy   -8.65 eV
Spin multiplicity   1

---

Record 7
The following is a quantum chemistry calculation of C6H12O in the gas phase at a distorted geometry, from the OMol25 dataset.

Element x y z (Å)
C -1.691 2.338 -0.733
C -1.813 1.001 -1.456
C -1.583 -0.120 -0.386
C -0.214 -0.212 0.329
C 0.912 -0.843 -0.018
C 2.304 -0.624 0.716
O 2.238 -1.897 1.492
H -0.736 2.437 -0.107
H -2.534 2.349 0.100
H -1.883 3.212 -1.414
H -2.801 0.898 -1.812
H -1.182 0.877 -2.397
H -1.861 -1.140 -0.855
H -2.334 0.165 0.421
H 0.005 0.688 0.899
H 1.056 -1.461 -1.004
H 2.245 0.264 1.340
H 3.173 -0.596 0.070
H 1.450 -1.759 2.101

Properties
F_max   4.24 eV/A
Orbital gap   0.3785 hartree
Energy relative to the best compared isomer or geometry (same formula, charge and spin)   253.3 kJ/mol
Highest occupied orbital energy   -9.25 eV
Spin multiplicity   1

---

Record 8
The following is a quantum chemistry calculation of 2 unconnected molecules or ions with the total composition C6H12O, from the OMol25 dataset.

Element x y z (Å)
C 1.017 1.481 -1.311
C 0.244 1.340 -0.238
C -1.260 1.288 -0.274
C -1.806 -0.134 -0.109
C -1.451 -0.794 1.199
O -0.887 -0.246 2.117
H 2.101 1.490 -1.231
H 0.598 1.590 -2.310
H 0.699 1.225 0.744
H -1.670 1.919 0.523
H -1.621 1.690 -1.228
H -1.453 -0.786 -0.921
H -2.904 -0.143 -0.179
H -1.761 -1.858 1.285
C 2.032 -1.614 0.389
H 1.660 -1.190 1.325
H 2.463 -2.601 0.576
H 2.794 -0.955 -0.035
H 1.206 -1.700 -0.322

Properties
F_max   0.55 eV/A
Orbital gap   0.3909 hartree
Energy relative to the best compared isomer or geometry (same formula, charge and spin)   126.2 kJ/mol
Highest occupied orbital energy   -9.66 eV
Spin multiplicity   1

---

> The lowest F_max belongs to which entry?

number 4

---

> The highest energy relative to the best compared isomer or geometry (same formula, charge and spin) belongs to which entry?

number 1

---

> What is the formula in the first record?

C6H12O

---

> Which value of F_max does entry 5 give?

2.09 eV/A